1.
This record from OMol25 describes a 2-piece molecular cluster, C2H5Cl2P overall at a distorted geometry. The level of theory is ωB97M-V/def2-TZVPD.

Summary:
highest occupied orbital energy = -9.895 eV
SMILES string = C=PCCl.Cl

CARTESIAN COORDINATES (ANGSTROEM)
1 Cl -1.2801 -2.8453 0.6878
2 Cl -0.9970 2.7536 0.7212
3 P 1.0609 0.4816 1.0384
4 C -0.1292 1.4159 -0.1669
5 C 2.4430 0.4404 0.1726
6 H 0.3023 1.7894 -1.0398
7 H -2.4619 -2.3506 0.7671
8 H 2.6456 0.9268 -0.6953
9 H 3.2380 -0.0505 0.6571
10 H -1.0166 0.7046 -0.4408

***

2.
This record from OMol25 describes a 2-piece molecular cluster, C5H15N2 overall at a distorted geometry. The level of theory is ωB97M-V/def2-TZVPD.

Summary:
highest occupied orbital energy = -12.544 eV
charge = +1

CARTESIAN COORDINATES (ANGSTROEM)
1 N -1.0378 0.4158 -0.0522
2 N 0.9510 -0.9122 1.2553
3 C -0.9181 -0.1899 -2.4299
4 C -0.7111 0.6660 -1.4376
5 C 0.8523 -0.6089 2.7316
6 C 0.7073 0.8642 2.9961
7 C -0.1375 -0.1474 -3.7170
8 H -1.8156 -0.2428 0.0170
9 H -1.5777 -1.0449 -2.3008
10 H -0.0235 -1.1676 3.0618
11 H -0.2766 1.2457 2.7251
12 H 1.4441 1.4797 2.4751
13 H -0.7510 -0.3801 -4.5885
14 H -0.2048 1.6154 -1.5729
15 H -1.4072 1.2735 0.3522
16 H 0.6687 -0.8803 -3.7128
17 H 1.7431 -1.0633 3.1615
18 H 1.8132 -0.5402 0.8683
19 H 0.8408 1.0367 4.0641
20 H 0.9627 -1.9016 1.0481
21 H 0.1482 -0.4279 0.6501
22 H 0.3082 0.8391 -3.8424

***

3.
This record from OMol25 describes a 14-piece molecular cluster, C4H33NO16 overall at a distorted geometry. The level of theory is ωB97M-V/def2-TZVPD.

Summary:
highest occupied orbital energy = -9.898 eV

CARTESIAN COORDINATES (ANGSTROEM)
1 O 1.5500 -1.3672 -2.9175
2 O 3.0068 -3.2673 -1.2566
3 O 1.7842 3.4223 1.1993
4 O -0.3595 1.8584 -4.0139
5 O -1.9596 3.2363 -0.6110
6 O -0.9564 -0.9453 -1.0096
7 O -4.3686 1.6842 -0.0946
8 O 0.3831 0.9380 1.7894
9 O 1.3524 -3.7886 1.1365
10 O 3.7144 0.2116 1.5181
11 O -0.7880 -4.1239 1.8994
12 O -3.0337 -3.1111 -1.4932
13 O -4.3872 0.1543 2.2736
14 O -3.0988 -0.1447 -3.2134
15 O 0.9595 2.7398 -1.8652
16 O 4.1465 2.4993 0.8118
17 N 1.6126 0.6271 3.6817
18 C 0.3250 -1.3393 2.6035
19 C 0.0491 -3.4073 1.4849
20 C -0.0511 -1.8775 1.3089
21 C 0.7156 0.1625 2.6363
22 H -1.1831 1.5360 -4.3935
23 H 1.7577 -4.6724 0.9649
24 H 3.3935 2.9018 1.2105
25 H 1.1997 2.6747 1.3593
26 H 0.8083 -1.6762 0.5340
27 H -0.3499 -1.5543 3.4556
28 H 1.5407 1.5785 3.8945
29 H -0.3885 -0.2942 -0.5586
30 H 0.3771 2.0948 -2.3738
31 H 2.0029 0.1129 4.4678
32 H 1.3950 -1.9554 -2.1699
33 H -0.7505 -0.8968 -1.9050
34 H -3.8514 0.6589 2.8009
35 H -1.0206 -1.6603 1.1990
36 H 2.0058 -0.5522 -2.7993
37 H -3.8536 -0.6408 -2.7443
38 H -4.3865 1.4481 -1.0561
39 H 1.3295 -1.8719 2.8604
40 H 3.3957 0.5757 2.3677
41 H -4.8451 0.6861 1.5376
42 H 2.3675 -3.7906 -0.7406
43 H -2.2510 3.3301 -1.4906
44 H 4.0686 1.1053 1.3842
45 H 0.5237 3.5527 -1.8949
46 H 0.2579 1.6335 -4.6263
47 H -3.3682 1.7131 0.0818
48 H -2.5810 -2.4307 -1.1820
49 H 3.7736 -3.2445 -0.6886
50 H 4.2280 2.6191 -0.0744
51 H 1.5511 3.6263 0.4030
52 H -2.7317 -3.9559 -1.5903
53 H -2.6450 -0.7132 -3.9345
54 H -2.3664 3.9002 -0.1669

***

> highest occupied orbital energy of number 2 (C5H15N2)?

-12.544 eV

***

> highest occupied orbital energy of number 1 (C2H5Cl2P)?

-9.895 eV

***

Repeat the third record exactly.
This record from OMol25 describes a 14-piece molecular cluster, C4H33NO16 overall at a distorted geometry. The level of theory is ωB97M-V/def2-TZVPD.

Summary:
highest occupied orbital energy = -9.898 eV

CARTESIAN COORDINATES (ANGSTROEM)
1 O 1.5500 -1.3672 -2.9175
2 O 3.0068 -3.2673 -1.2566
3 O 1.7842 3.4223 1.1993
4 O -0.3595 1.8584 -4.0139
5 O -1.9596 3.2363 -0.6110
6 O -0.9564 -0.9453 -1.0096
7 O -4.3686 1.6842 -0.0946
8 O 0.3831 0.9380 1.7894
9 O 1.3524 -3.7886 1.1365
10 O 3.7144 0.2116 1.5181
11 O -0.7880 -4.1239 1.8994
12 O -3.0337 -3.1111 -1.4932
13 O -4.3872 0.1543 2.2736
14 O -3.0988 -0.1447 -3.2134
15 O 0.9595 2.7398 -1.8652
16 O 4.1465 2.4993 0.8118
17 N 1.6126 0.6271 3.6817
18 C 0.3250 -1.3393 2.6035
19 C 0.0491 -3.4073 1.4849
20 C -0.0511 -1.8775 1.3089
21 C 0.7156 0.1625 2.6363
22 H -1.1831 1.5360 -4.3935
23 H 1.7577 -4.6724 0.9649
24 H 3.3935 2.9018 1.2105
25 H 1.1997 2.6747 1.3593
26 H 0.8083 -1.6762 0.5340
27 H -0.3499 -1.5543 3.4556
28 H 1.5407 1.5785 3.8945
29 H -0.3885 -0.2942 -0.5586
30 H 0.3771 2.0948 -2.3738
31 H 2.0029 0.1129 4.4678
32 H 1.3950 -1.9554 -2.1699
33 H -0.7505 -0.8968 -1.9050
34 H -3.8514 0.6589 2.8009
35 H -1.0206 -1.6603 1.1990
36 H 2.0058 -0.5522 -2.7993
37 H -3.8536 -0.6408 -2.7443
38 H -4.3865 1.4481 -1.0561
39 H 1.3295 -1.8719 2.8604
40 H 3.3957 0.5757 2.3677
41 H -4.8451 0.6861 1.5376
42 H 2.3675 -3.7906 -0.7406
43 H -2.2510 3.3301 -1.4906
44 H 4.0686 1.1053 1.3842
45 H 0.5237 3.5527 -1.8949
46 H 0.2579 1.6335 -4.6263
47 H -3.3682 1.7131 0.0818
48 H -2.5810 -2.4307 -1.1820
49 H 3.7736 -3.2445 -0.6886
50 H 4.2280 2.6191 -0.0744
51 H 1.5511 3.6263 0.4030
52 H -2.7317 -3.9559 -1.5903
53 H -2.6450 -0.7132 -3.9345
54 H -2.3664 3.9002 -0.1669